(1)
Density functional theory data (ωB97M-V with the def2-TZVPD basis set) for a cluster of 3 separate species, C20H27N3O9 in total in a non-equilibrium geometry.

Geometry (Å):
H -1.5148 -0.6049 6.1026
N -0.6210 -0.7288 5.6145
C -0.5676 0.0701 4.6331
C -1.7032 1.0659 4.2854
C -2.8068 0.4012 3.4272
O -3.9958 0.0547 4.1369
C -4.8985 -0.2871 3.1326
O -5.8604 -0.9810 3.2854
O -4.5382 0.3102 1.9688
C -3.2126 0.9613 2.0399
C -3.5974 2.4453 1.8624
C -2.4234 3.4641 1.9713
N -2.5875 4.2218 3.2371
C -2.4184 0.2783 0.9259
C -1.0000 0.2831 0.9932
C -0.3796 -0.3958 -0.0481
C -1.0520 -1.0374 -1.0834
N -2.3864 -1.0060 -1.1636
C -2.9919 -0.3613 -0.1738
H 0.3593 0.0639 4.0352
H -1.2204 1.9277 3.8067
H -2.1687 1.3328 5.2513
H -2.3795 -0.5907 3.1684
H -4.0758 2.5646 0.8811
H -4.3254 2.6833 2.6567
H -1.4581 2.9273 1.9356
H -2.4829 4.2016 1.1579
H -1.7608 4.7941 3.3905
H -2.6415 3.5614 4.0085
H -0.4463 0.7643 1.7981
H 0.7239 -0.4484 -0.0408
H -0.5034 -1.5778 -1.8608
H -4.0875 -0.3278 -0.2268
C 4.8334 0.7468 -3.1734
C 3.6688 1.3036 -2.3998
C 3.9670 2.5644 -1.6327
O 3.0317 2.4820 -0.5469
C 2.8092 1.1628 -0.3260
O 2.2633 0.7195 0.6370
O 3.2846 0.4088 -1.3404
H 5.1704 1.4450 -3.9411
H 5.6719 0.5213 -2.5086
H 4.5300 -0.1939 -3.6514
H 2.8090 1.4328 -3.0615
H 3.8037 3.4662 -2.2189
H 4.9768 2.5869 -1.2147
C 0.5993 -4.6154 -3.1409
C 1.4602 -3.8817 -4.1409
C 2.9326 -4.1757 -4.0217
O 3.5204 -2.9671 -4.5197
C 2.6397 -1.9697 -4.2615
O 2.8974 -0.8085 -4.3326
O 1.4298 -2.4650 -3.9053
H 0.6721 -5.6943 -3.2797
H 0.8938 -4.3679 -2.1193
H -0.4447 -4.3187 -3.2480
H 1.0971 -4.0627 -5.1566
H 3.2443 -5.0325 -4.6152
H 3.2610 -4.3169 -2.9889

Output
lowest unoccupied orbital energy = 0.53 eV
SMILES = [H]/N=C\C[C@H]1OC(=O)O[C@]1(CCN)c1cccnc1.C[C@@H]1COC(=O)O1.C[C@@H]1COC(=O)O1
ΔE to the lowest compared entry with this formula, charge and spin = 322.0 kJ/mol
total charge = 0
orbital gap = 10.094 eV

---

(2)
Density functional theory data (ωB97M-V with the def2-TZVPD basis set) for an isolated molecule of C5H9N in a non-equilibrium geometry.

Geometry (Å):
C -1.5955 2.4059 0.6078
C -1.0444 1.3140 0.0937
C 0.2562 0.6574 0.5304
N 0.6050 -0.3398 -0.5482
C 0.6708 -1.6670 -0.0701
C 1.0987 -2.6626 -0.8703
H -2.2810 3.0636 0.1010
H -1.2598 2.7952 1.5606
H -1.5184 0.8080 -0.7381
H 1.0033 1.4414 0.7469
H 0.1971 0.0503 1.4433
H 1.3457 -0.0050 -1.1468
H 0.2872 -1.8519 0.9141
H 1.4974 -2.3332 -1.8389
H 0.7378 -3.6763 -0.7853

Output
lowest unoccupied orbital energy = 1.18 eV
SMILES = C=CCNC=C
ΔE to the lowest compared entry with this formula, charge and spin = 218.6 kJ/mol
total charge = 0
orbital gap = 9.314 eV

---

(3)
Density functional theory data (ωB97M-V with the def2-TZVPD basis set) for a structure of composition C22H43Br2N3O7 in a non-equilibrium geometry.

Geometry (Å):
C 2.4676 0.2233 3.3565
C 1.2000 -0.1418 3.1277
C 0.4344 -0.0493 1.8272
C 0.2461 1.4196 1.4114
O -0.9214 -0.4747 2.1881
C -1.5473 -0.7902 1.0450
O -2.7144 -0.7482 0.8554
O -0.6442 -1.2194 0.1480
C 0.7049 -1.0441 0.6367
C 1.1986 -2.4395 1.0867
N 0.7149 -2.9693 2.3453
C 1.6255 -0.5670 -0.4843
Br 2.9828 0.6827 -0.0489
C 1.5564 -1.0311 -1.7423
C 0.5623 -2.0398 -2.2430
Br 2.7661 -0.4139 -3.0728
H 2.7101 0.6571 4.3204
H 3.3033 0.0393 2.6985
H 0.6525 -0.5812 3.9524
H 1.1680 1.9673 1.5405
H -0.0576 1.4697 0.3669
H -0.5200 1.8294 2.0610
H 2.2868 -2.4559 1.0992
H 0.8964 -3.1326 0.3048
H -0.2626 -2.7956 2.5132
H 1.2764 -2.6854 3.1301
H -0.4356 -1.6546 -2.0738
H 0.6555 -2.1794 -3.3139
H 0.6961 -3.0112 -1.7788
C -1.6377 -0.6260 -9.9137
O -1.3568 -1.9998 -9.7328
C -0.0714 -2.3990 -10.1922
C 0.8038 -2.8248 -9.0350
N 1.1617 -1.6831 -8.2039
C 1.8324 -2.0301 -6.9556
C 1.0431 -2.8191 -5.9177
O -0.0324 -2.0948 -5.3478
C -1.2606 -2.1769 -6.0522
H -2.6760 -0.4670 -9.6284
H -1.0010 0.0085 -9.2875
H -1.5136 -0.3308 -10.9599
H 0.4057 -1.5996 -10.7659
H -0.2127 -3.2541 -10.8596
H 1.7186 -3.2786 -9.4270
H 0.2565 -3.5953 -8.4738
H 0.3212 -1.1639 -7.9863
H 2.1451 -1.0944 -6.4859
H 2.7452 -2.5850 -7.1942
H 1.7284 -3.0345 -5.0917
H 0.7058 -3.7897 -6.2995
H -1.3778 -3.1419 -6.5505
H -1.3609 -1.3742 -6.7871
H -2.0636 -2.0595 -5.3243
C -2.4963 2.5489 9.3698
O -2.8705 2.8460 8.0394
C -2.7068 4.2114 7.6769
C -1.6307 4.3622 6.6256
N -0.3145 4.0749 7.1810
C 0.7546 3.9973 6.1917
C 0.6954 2.8721 5.1655
O 0.8672 1.5786 5.7116
C -0.3150 0.9584 6.1856
H -2.7667 1.5116 9.5586
H -1.4183 2.6646 9.5281
H -3.0299 3.1845 10.0828
H -2.4820 4.8254 8.5534
H -3.6571 4.5560 7.2591
H -1.6404 5.3893 6.2494
H -1.8879 3.6934 5.7923
H -0.3580 3.1960 7.6803
H 1.6948 3.8941 6.7391
H 0.8028 4.9516 5.6579
H 1.5342 3.0172 4.4772
H -0.2148 2.9089 4.5547
H -1.1934 1.2674 5.6138
H -0.4815 1.1591 7.2475
H -0.1895 -0.1193 6.0741

Output
lowest unoccupied orbital energy = 0.44 eV
total charge = 0
orbital gap = 9.212 eV

---

(4)
Density functional theory data (ωB97M-V with the def2-TZVPD basis set) for a structure of composition C6H10OS2 in a non-equilibrium geometry.

Geometry (Å):
C 0.1744 -0.4696 -0.5001
C 0.5291 0.4488 0.6658
C 1.4885 -0.9595 -1.1395
C 2.0466 0.8548 0.4723
C -0.6323 -1.6553 -0.1789
C -0.2603 1.7628 1.0802
O 2.4903 -1.8174 1.0313
S 2.5029 1.7518 -0.9351
S 2.7943 -0.8852 -0.0150
H -0.3242 0.0188 -1.3610
H 0.6840 -0.1961 1.5492
H 1.5743 -1.9140 -1.6547
H 2.4503 1.2216 1.4510
H -0.4696 -2.5328 -0.7470
H -1.6767 -1.5334 -0.1880
H -0.2648 -2.0103 0.7915
H -0.6952 1.6352 2.0449
H -1.0805 1.9778 0.4626
H 0.5090 2.6056 1.0264

Output
spin multiplicity = 3
lowest unoccupied orbital energy (spin up / spin down) = 0.77 / -2.46 eV
expectation value of S² = 2.01
ΔE to the lowest compared entry with this formula, charge and spin = 60.7 kJ/mol
total charge = 0
orbital gap (spin up / spin down) = 9.246 / 6.400 eV

---

(5)
Density functional theory data (ωB97M-V with the def2-TZVPD basis set) for an isolated molecule of C22H33N3O4.

Geometry (Å):
C -7.0342 3.3546 -3.1994
O -7.5276 2.0896 -2.8327
C -7.2626 1.7276 -1.4990
C -5.7830 1.3976 -1.2460
C -4.9925 2.6296 -0.8289
O -5.5276 3.6213 -0.3705
N -3.6475 2.5566 -0.9880
C -2.9370 1.3788 -1.4458
C -1.4503 1.4766 -1.1087
C -1.2828 1.9328 0.3456
O 0.0829 2.0146 0.7125
C 0.7762 0.8966 1.0569
C 0.2774 -0.4023 1.0729
C 1.0938 -1.4497 1.4606
C 2.4201 -1.2369 1.8105
C 3.2361 -2.4050 2.2526
O 2.8079 -3.2150 3.0577
N 4.4798 -2.5048 1.7289
C 5.3103 -3.6571 2.0269
C 5.9583 -4.0625 0.6953
C 5.5449 -2.9847 -0.3277
N 4.6234 -3.5159 -1.3139
C 4.5226 -2.6999 -2.5031
C 3.3111 -3.8697 -0.8119
C 4.9920 -1.8404 0.5565
C 2.9137 0.0656 1.8071
C 2.1029 1.1161 1.4380
C -1.8771 3.3410 0.5208
C -2.8267 3.6942 -0.6260
H -7.4480 3.5724 -4.1826
H -5.9392 3.3647 -3.2581
H -7.3476 4.1236 -2.4858
H -7.5706 2.5287 -0.8129
H -7.8770 0.8417 -1.3233
H -5.7130 0.6680 -0.4362
H -5.3678 0.9542 -2.1512
H -3.0568 1.2540 -2.5308
H -3.3525 0.4930 -0.9534
H -0.9838 0.5021 -1.2593
H -0.9419 2.1884 -1.7597
H -1.8043 1.2274 1.0074
H -0.7441 -0.6165 0.8005
H 0.7011 -2.4552 1.4913
H 4.6807 -4.4353 2.4627
H 6.0677 -3.3755 2.7663
H 7.0417 -4.0987 0.7910
H 5.6188 -5.0384 0.3554
H 6.4173 -2.6357 -0.8864
H 3.9368 -3.2402 -3.2459
H 5.5175 -2.5254 -2.9100
H 4.0389 -1.7259 -2.3263
H 2.8166 -4.4918 -1.5588
H 3.4003 -4.4445 0.1055
H 2.6705 -2.9962 -0.6172
H 5.8077 -1.1636 0.8379
H 4.2175 -1.2654 0.0502
H 3.9297 0.2582 2.1177
H 2.4700 2.1303 1.4409
H -2.4050 3.4001 1.4721
H -1.0545 4.0561 0.5452
H -2.2659 4.0243 -1.5061
H -3.5041 4.4947 -0.3252

Output
lowest unoccupied orbital energy = 0.45 eV
SMILES = COCCC(=O)N1CCC(Oc2ccc(C(=O)N3CC[C@@H](N(C)C)C3)cc2)CC1
ΔE to the lowest compared entry with this formula, charge and spin = 191.3 kJ/mol
total charge = 0
orbital gap = 8.899 eV

---

(6)
Density functional theory data (ωB97M-V with the def2-TZVPD basis set) for a cluster of 2 separate species, C4H10BrPS in total in a non-equilibrium geometry.

Geometry (Å):
C 1.3384 -0.4636 1.5363
C 0.7451 1.7888 0.6031
C -1.6246 -0.7679 -2.1822
C 1.2098 0.3746 0.4348
P -1.0475 -0.8788 -0.4931
S -1.2846 -2.6873 0.2870
Br -2.5358 0.5502 0.4400
H 2.3100 -0.2408 1.9731
H 0.7129 -0.3626 2.3878
H 1.1864 -1.5421 1.4188
H 1.6145 2.4941 0.3616
H 0.3580 2.1036 1.5827
H 0.0475 1.9703 -0.1772
H -0.8449 -1.2789 -2.8111
H -2.4117 -1.4519 -2.3766
H -1.6201 0.2255 -2.4406
H 1.8463 0.1669 -0.5442

Output
lowest unoccupied orbital energy (spin up / spin down) = -0.81 / -0.80 eV
ΔE to the lowest compared entry with this formula, charge and spin = 193.1 kJ/mol
total charge = 0
orbital gap (spin up / spin down) = 7.055 / 7.057 eV

---

(7)
Density functional theory data (ωB97M-V with the def2-TZVPD basis set) for a structure of composition C4H6FeO2 in a non-equilibrium geometry.

Geometry (Å):
C 0.2253 0.6625 -0.4134
O 0.5516 2.0064 -0.1811
H 0.2495 0.6744 -1.5134
H 0.0763 2.3098 0.5993
C -1.5196 -0.0511 -0.3954
C -0.7590 -1.3081 -0.3262
H -1.8946 0.4338 0.5223
H -2.1669 0.1707 -1.2559
H -1.1665 -2.0976 0.3265
C 0.5248 -0.6872 0.2087
O 1.8682 -0.2512 0.1756
Fe 3.4362 -0.6424 1.0614
H 0.5747 -1.2198 1.1914

Output
spin multiplicity = 6
lowest unoccupied orbital energy (spin up / spin down) = -6.76 / -7.03 eV
expectation value of S² = 8.78
ΔE to the lowest compared entry with this formula, charge and spin = 481.1 kJ/mol
total charge = +1
orbital gap (spin up / spin down) = 5.079 / 5.162 eV

---

(8)
Density functional theory data (ωB97M-V with the def2-TZVPD basis set) for a structure of composition H22HeO11 in a non-equilibrium geometry.

Geometry (Å):
He 4.9526 -6.3578 -18.4350
O 4.1521 -4.1067 -19.7045
H 4.5429 -4.7447 -20.3015
H 4.2127 -3.2731 -20.1709
O 4.0398 -3.2745 -16.0945
H 4.0244 -3.7653 -16.9161
H 3.4429 -3.7521 -15.5184
O 6.3253 -8.1931 -16.9552
H 5.3816 -8.3431 -16.8997
H 6.4797 -7.9735 -17.8740
O 7.6559 -5.9016 -15.5414
H 7.1347 -6.5536 -16.0098
H 7.0108 -5.3624 -15.0838
O 1.8119 -4.4860 -18.4504
H 2.5818 -4.3417 -19.0005
H 1.0750 -4.4750 -19.0612
O 4.2895 -9.9342 -19.6816
H 5.0385 -10.5295 -19.7074
H 4.0118 -9.8581 -20.5944
O 3.6132 -8.8575 -17.2967
H 3.5758 -9.2817 -18.1540
H 2.9832 -8.1394 -17.3566
O 1.8804 -6.6748 -16.7743
H 1.9503 -5.8872 -17.3138
H 1.9322 -6.3542 -15.8739
O 5.7245 -6.0645 -21.6683
H 6.2640 -5.7083 -22.3741
H 5.2898 -6.8231 -22.0579
O 7.3477 -7.1936 -19.5476
H 7.7515 -6.7222 -18.8189
H 7.0658 -6.5064 -20.1512
O 6.5749 -3.3111 -18.1953
H 6.3985 -2.5957 -17.5843
H 5.7533 -3.4270 -18.6726

Output
lowest unoccupied orbital energy = -0.44 eV
ΔE to the lowest compared entry with this formula, charge and spin = 72.4 kJ/mol
total charge = 0
orbital gap = 9.733 eV